DFT (ωB97M-V/def2-TZVPD) results for a structure of composition C7H10.

* lowest unoccupied orbital energy (alpha / beta): 0.17 / 0.16 eV
* E_HOMO (alpha / beta): -0.262 / -0.277 hartree

Geometry (Å):
1 C -1.38430 -0.76983 0.29179
2 C -1.65224 0.99741 -0.79680
3 C -0.54597 0.26371 -0.34250
4 C 0.45530 -0.66480 -1.03727
5 C 0.73495 -1.06013 0.41641
6 C 1.88169 0.89530 0.75983
7 C 0.59700 0.36161 0.92629
8 H -1.79673 -1.56356 -0.32727
9 H -1.88747 -0.58022 1.23985
10 H -1.86596 1.19539 -1.84625
11 H -2.26351 1.51895 -0.06584
12 H 0.02183 -1.42587 -1.69810
13 H 1.28074 -0.16281 -1.55809
14 H 1.48872 -1.77609 0.76100
15 H 2.43816 0.75982 -0.16067
16 H 2.37721 1.45889 1.54708
17 H 0.12057 0.55224 1.89054

Cartesian forces, eV/Å:
C 0.155 -0.674 0.363
C -0.418 0.892 -0.416
C 0.567 -0.237 0.465
C 0.026 0.008 -0.135
C -0.198 -0.438 -0.103
C 0.913 0.803 -0.031
C -0.971 -0.335 -0.205
H 0.077 0.148 0.057
H 0.095 0.020 -0.135
H 0.032 -0.127 0.155
H 0.117 -0.045 -0.102
H 0.034 0.125 0.120
H -0.109 -0.085 0.108
H -0.191 0.094 -0.014
H -0.093 0.005 0.140
H -0.098 -0.089 -0.128
H 0.064 -0.065 -0.140